Entry from the OMol25 dataset: C4H11NS in the gas phase at a distorted geometry (the ωB97M-V functional and the def2-TZVPD basis).

```
! wB97M-V def2-TZVPD RIJCOSX def2/J DEFGRID3
* xyz 0 1
C -1.474 -0.128 -0.297
C -0.464 0.942 -0.738
C 0.128 1.698 0.451
S 0.293 0.688 1.869
C 1.253 -0.983 0.689
N 0.939 -2.035 -0.335
H -0.921 -0.635 0.523
H -1.732 -0.855 -1.096
H -2.394 0.307 0.084
H 0.359 0.449 -1.311
H -0.916 1.638 -1.486
H -0.560 2.548 0.690
H 1.109 2.140 0.158
H 1.534 -1.477 1.622
H 2.028 -0.310 0.373
H 0.731 -1.539 -1.221
H 0.088 -2.449 0.024
*
```

Energy relative to the best compared isomer or geometry (same formula, charge and spin) (kcal/mol): 49.9
Frontier orbital gap (eV): 8.81
Electronic energy (Eh): -611.862637
SMILES: CCCSCN


Entry from the OMol25 dataset: a molecular structure, H20KrO10 (the ωB97M-V functional and the def2-TZVPD basis).

```
! wB97M-V def2-TZVPD RIJCOSX def2/J DEFGRID3
* xyz 0 1
Kr 10.226 -10.254 5.173
O 9.077 -7.630 7.589
H 8.862 -7.689 6.658
H 10.034 -7.609 7.613
O 12.532 -7.261 4.588
H 13.351 -7.756 4.562
H 12.787 -6.390 4.890
O 10.663 -12.902 2.812
H 10.847 -13.187 3.707
H 10.147 -13.614 2.434
O 12.764 -9.658 2.342
H 13.267 -9.234 1.647
H 11.889 -9.770 1.971
O 10.099 -10.335 1.616
H 10.110 -11.136 2.141
H 9.173 -10.100 1.557
O 8.357 -9.715 9.341
H 8.613 -9.111 8.645
H 7.744 -10.319 8.922
O 9.865 -6.550 3.496
H 10.467 -7.293 3.539
H 9.423 -6.649 2.653
O 13.092 -12.082 4.682
H 13.239 -11.741 5.564
H 12.649 -11.370 4.220
O 11.835 -7.305 7.343
H 12.614 -7.569 7.832
H 12.077 -7.421 6.424
O 7.081 -11.392 7.663
H 6.941 -10.534 7.263
H 6.628 -12.004 7.084
*
```

Energy relative to the best compared isomer or geometry (same formula, charge and spin) (kcal/mol): 15.9
Frontier orbital gap (eV): 9.88
Electronic energy (Eh): -3518.001614


Entry from the OMol25 dataset: a molecular structure, C18H36B2Br3F3O2 at a distorted geometry (the ωB97M-V functional and the def2-TZVPD basis).

```
! wB97M-V def2-TZVPD RIJCOSX def2/J DEFGRID3
* xyz 0 1
C 2.506 -3.355 1.094
C 2.692 -2.636 -0.333
C 1.497 -2.924 -1.368
C 0.157 -3.224 -0.540
C -1.106 -3.214 -1.531
C -1.797 -1.784 -1.678
C -3.379 -1.886 -1.796
C -4.121 -2.554 -0.555
C -3.487 -2.274 0.881
C -3.986 -0.939 1.605
C -3.798 0.402 0.763
C -2.335 1.059 1.005
C -2.227 2.489 0.305
C -0.988 3.274 0.962
B 0.331 3.407 0.034
C 1.441 4.556 0.466
O 1.999 4.336 1.798
C 3.274 3.796 1.745
F 3.310 2.491 1.192
F 4.225 4.632 1.139
F 3.701 3.653 3.082
B 0.725 2.485 -1.298
C 0.345 0.913 -1.512
O 1.443 3.170 -2.373
H 1.764 -2.799 1.745
H 2.184 -4.440 1.003
H 3.516 -3.333 1.611
H 2.816 -1.517 -0.155
H 3.646 -3.050 -0.809
H 1.755 -3.852 -1.968
H 1.359 -2.001 -2.021
H 0.172 -4.267 -0.064
H -0.035 -2.471 0.296
H -1.844 -3.984 -1.107
H -0.858 -3.574 -2.587
H -1.575 -1.156 -0.750
H -1.358 -1.198 -2.559
H -3.591 -2.565 -2.702
H -3.814 -0.870 -2.102
H -5.183 -2.111 -0.533
H -4.284 -3.678 -0.708
H -3.841 -3.139 1.552
H -2.354 -2.303 0.926
H -3.326 -0.820 2.540
H -5.054 -1.048 2.011
H -4.064 0.328 -0.334
H -4.529 1.168 1.213
H -2.270 1.240 2.138
H -1.489 0.345 0.758
H -2.233 2.469 -0.828
H -3.171 3.065 0.619
H -1.349 4.338 1.217
H -0.748 2.788 1.976
H 2.237 4.709 -0.345
H 0.867 5.547 0.510
H 1.073 0.506 -2.284
H 0.401 0.303 -0.548
H -0.737 0.913 -1.893
H 2.410 3.128 -2.207
C 6.519 1.549 0.705
Br 7.954 1.799 1.983
Br 6.932 2.356 -1.009
Br 6.033 -0.319 0.523
H 5.648 2.068 1.099
*
```

Frontier orbital gap (eV): 8.81
Electronic energy (Eh): -8929.162966


Entry from the OMol25 dataset: C14H22N2O4S in the gas phase at a distorted geometry (the ωB97M-V functional and the def2-TZVPD basis).

```
! wB97M-V def2-TZVPD RIJCOSX def2/J DEFGRID3
* xyz 0 1
C -5.319 -1.406 -1.155
C -4.346 -0.286 -0.796
N -3.607 -0.610 0.414
C -3.129 0.540 1.160
C -1.921 1.219 0.502
N -0.856 0.261 0.284
S 0.165 -0.027 1.577
O 0.024 -1.375 2.059
O 0.038 1.038 2.527
C 1.756 0.085 0.760
C 2.617 -0.984 0.791
C 3.867 -0.903 0.171
O 4.651 -2.011 0.250
C 5.930 -1.973 -0.339
C 4.211 0.280 -0.470
C 3.333 1.356 -0.500
C 2.088 1.275 0.111
O 1.150 2.251 0.128
C 1.462 3.494 -0.458
C -1.278 -0.929 -0.425
C -2.521 -1.556 0.227
H -4.792 -2.302 -1.470
H -5.967 -1.087 -1.967
H -5.928 -1.651 -0.290
H -4.922 0.621 -0.594
H -3.694 -0.080 -1.660
H -3.947 1.253 1.283
H -2.820 0.186 2.149
H -1.514 1.996 1.146
H -2.192 1.651 -0.467
H 2.320 -1.883 1.306
H 6.556 -1.196 0.110
H 5.871 -1.814 -1.420
H 6.372 -2.948 -0.143
H 5.167 0.390 -0.957
H 3.642 2.255 -1.009
H 1.641 3.397 -1.534
H 2.333 3.956 0.017
H 0.588 4.122 -0.294
H -0.447 -1.635 -0.401
H -1.476 -0.649 -1.465
H -2.874 -2.396 -0.373
H -2.231 -1.927 1.214
*
```

Energy relative to the best compared isomer or geometry (same formula, charge and spin) (kcal/mol): 74.2
Frontier orbital gap (eV): 8.58
Electronic energy (Eh): -1355.270356
SMILES: CCN1CCN(S(=O)(=O)c2cc(OC)ccc2OC)CC1


Entry from the OMol25 dataset: C5H11NO in the gas phase (the ωB97M-V functional and the def2-TZVPD basis).

```
! wB97M-V def2-TZVPD RIJCOSX def2/J DEFGRID3
* xyz 0 1
C 0.298 -1.969 -1.132
C 0.402 -1.690 0.362
C 1.103 -0.367 0.662
N 0.471 0.791 0.050
C -0.629 1.325 0.647
C -1.302 2.488 -0.049
O -1.051 0.896 1.711
H -0.074 -2.980 -1.322
H -0.386 -1.265 -1.621
H 1.279 -1.872 -1.613
H -0.592 -1.693 0.826
H 0.991 -2.473 0.856
H 1.100 -0.208 1.744
H 2.145 -0.415 0.328
H 0.732 1.098 -0.875
H -2.322 2.187 -0.307
H -0.791 2.848 -0.947
H -1.374 3.300 0.678
*
```

Energy relative to the best compared isomer or geometry (same formula, charge and spin) (kcal/mol): 1.1
Frontier orbital gap (eV): 10.44
Electronic energy (Eh): -327.129604
SMILES: CCCNC(C)=O


Entry from the OMol25 dataset: a molecular structure, C14H36F6O12S2Sn at a distorted geometry (the ωB97M-V functional and the def2-TZVPD basis).

```
! wB97M-V def2-TZVPD RIJCOSX def2/J DEFGRID3
* xyz 0 1
Sn 6.463 -14.799 -10.430
C 2.077 -12.638 -12.811
F 1.262 -11.570 -13.057
F 1.937 -13.058 -11.531
F 1.788 -13.633 -13.675
S 3.919 -12.214 -12.985
O 4.685 -13.031 -11.980
O 4.279 -12.525 -14.354
O 3.943 -10.784 -12.766
C 2.225 -12.172 -7.707
F 2.355 -12.961 -6.648
F 1.370 -12.579 -8.683
F 1.785 -11.050 -7.173
S 4.094 -11.837 -8.434
O 4.905 -11.460 -7.284
O 4.420 -13.152 -8.966
O 4.003 -10.721 -9.415
C 2.757 -16.349 -11.502
C 2.608 -16.590 -9.982
O 3.929 -16.550 -9.406
H 1.727 -16.364 -11.856
H 3.401 -17.135 -11.897
H 3.092 -15.363 -11.826
H 2.247 -17.616 -9.906
H 2.064 -15.776 -9.502
H 4.142 -17.453 -9.162
C 3.573 -14.813 -17.018
C 3.817 -15.470 -15.725
O 4.904 -14.802 -15.168
H 4.340 -15.200 -17.690
H 3.432 -13.734 -16.948
H 2.658 -15.262 -17.404
H 4.240 -16.431 -16.018
H 2.963 -15.690 -15.083
H 4.491 -13.957 -14.976
C 8.284 -13.143 -15.220
C 7.796 -12.285 -13.969
O 8.449 -12.857 -12.785
H 7.811 -14.125 -15.244
H 9.341 -13.381 -15.105
H 8.186 -12.592 -16.155
H 6.708 -12.256 -13.916
H 8.186 -11.273 -14.079
H 8.516 -12.153 -12.136
C -0.884 -15.718 -10.965
C -1.141 -16.601 -9.657
O -2.111 -17.629 -9.921
H -0.553 -16.201 -11.884
H -0.214 -14.875 -10.795
H -1.760 -15.113 -11.202
H -1.602 -15.900 -8.960
H -0.255 -16.871 -9.083
H -2.790 -17.524 -9.250
C 1.070 -9.836 -9.827
C 0.422 -8.732 -10.719
O 1.384 -8.058 -11.479
H 1.762 -9.431 -9.088
H 1.381 -10.740 -10.351
H 0.230 -10.227 -9.253
H -0.013 -8.127 -9.924
H -0.367 -9.162 -11.336
H 0.991 -7.325 -11.959
C 3.412 -8.836 -16.049
C 3.018 -10.269 -16.465
O 4.207 -11.042 -16.432
H 3.721 -8.689 -15.014
H 2.488 -8.264 -16.138
H 4.291 -8.391 -16.515
H 2.531 -10.291 -17.440
H 2.262 -10.573 -15.741
H 4.268 -11.554 -15.623
*
```

Frontier orbital gap (eV): 4.06
Electronic energy (Eh): -3067.476868